Record 1
{"formula": "C7H11N5", "method": "wB97M-V/def2-TZVPD", "elements": ["C", "C", "C", "C", "C", "C", "C", "N", "N", "N", "N", "N", "H", "H", "H", "H", "H", "H", "H", "H", "H", "H", "H"], "xyz": [[-3.7544, 0.0709, 0.0956], [-3.0790, 1.2858, 0.2702], [-3.0245, -1.0316, -0.2489], [-1.7782, 1.4213, 0.3599], [-1.7311, -0.9544, -0.4223], [-0.9333, 0.2614, -0.0270], [1.3808, 1.1017, 0.1781], [2.7094, 0.9326, 0.1481], [0.4802, 0.1629, -0.0614], [4.6803, -0.1009, -0.1396], [1.0169, -1.2137, -0.1437], [3.4378, -0.0828, 0.2055], [-4.8536, 0.0733, -0.0782], [-3.7168, 2.0664, 0.6382], [-3.5630, -1.9542, -0.4837], [-1.5351, 2.3839, 0.7373], [-1.1497, -1.8607, -0.6990], [1.0993, 2.1447, 0.4158], [5.1537, -1.0011, 0.0725], [4.9833, 0.7560, -0.5526], [0.4668, -1.8929, 0.4905], [0.7706, -1.5382, -1.0441], [2.9396, -1.0306, 0.2888]], "atomic_forces_ev_per_a": [[-1.20, 1.27, -1.62], [-3.98, -0.85, 1.31], [-3.20, -1.73, -0.35], [4.02, -1.53, -0.80], [6.13, 0.94, 0.82], [-2.35, -0.25, -0.40], [0.27, 0.11, 0.42], [1.26, 1.69, -0.14], [-1.79, -1.96, 1.04], [-0.11, -1.06, 0.68], [-0.54, 0.24, 1.80], [-2.87, -2.55, -0.25], [0.86, -0.09, 0.85], [0.00, 0.70, -0.28], [0.34, 0.20, 0.11], [1.43, 0.52, 0.07], [-0.90, 0.83, -0.08], [-0.21, -0.83, -0.47], [0.14, 1.28, -0.52], [1.14, 0.49, -0.20], [1.02, 1.91, -0.66], [0.00, -0.31, -1.55], [0.57, 0.97, 0.23]], "lowdin_charge": [0.040, -0.057, -0.070, 0.029, 0.011, -0.056, -0.021, 0.134, -0.021, 0.244, 0.113, -0.043, 0.161, 0.136, 0.150, 0.124, 0.123, 0.176, 0.197, 0.162, 0.173, 0.096, 0.199], "relative_energy_kcal_mol": 125.7, "gap_ev": [5.620, 6.909], "charge": 2, "energy_ev": -14865.362}

=====

Record 2
{"formula": "C5H9N3O2", "method": "wB97M-V/def2-TZVPD", "elements": ["C", "C", "C", "C", "C", "N", "N", "N", "O", "O", "H", "H", "H", "H", "H", "H", "H", "H", "H"], "xyz": [[-2.1662, 1.2395, 2.6852], [1.1693, -1.1198, 0.7849], [0.1868, -1.2116, -0.0943], [-2.1230, 1.1229, 1.2127], [0.3143, -0.8831, -1.5462], [-3.7698, -0.1918, 0.0660], [-2.9593, 0.3923, 0.5930], [-1.0576, 1.8025, 0.5469], [-1.2698, 2.1251, 3.1386], [-2.9135, 0.6192, 3.3914], [1.0354, -1.3568, 1.8263], [2.1614, -0.8106, 0.4966], [-0.7950, -1.5399, 0.2278], [0.0077, -1.7300, -2.1590], [1.3400, -0.6209, -1.7962], [-0.3349, -0.0446, -1.8081], [-0.2313, 1.2111, 0.4615], [-0.8126, 2.5252, 2.3747], [-1.3271, 2.1210, -0.3771]], "atomic_forces_ev_per_a": [[-0.36, -0.11, -0.44], [0.07, 0.02, 0.15], [-0.13, 0.01, -0.15], [1.78, 1.24, 0.99], [0.03, -0.03, 0.04], [0.33, 0.03, 0.08], [-1.54, -1.01, -0.66], [-0.09, -0.25, -0.52], [0.05, 0.04, 0.38], [0.04, 0.03, 0.12], [-0.12, -0.09, 0.19], [0.18, 0.08, -0.15], [-0.06, -0.06, 0.12], [-0.01, -0.01, -0.08], [0.05, 0.03, -0.07], [-0.03, 0.00, -0.08], [-0.12, -0.01, -0.07], [-0.16, -0.11, -0.01], [0.08, 0.18, 0.14]], "lowdin_charge": [-0.507, -0.009, -0.272, -0.302, -0.110, 0.259, -0.030, 0.086, 0.109, 0.104, 0.057, 0.059, 0.090, 0.076, 0.075, 0.061, 0.066, 0.094, 0.096], "relative_energy_kcal_mol": 54.8, "gap_ev": 9.204, "energy_ev": -13894.206}

=====

Record 3
{"formula": "C12H26B2ILaO6", "method": "wB97M-V/def2-TZVPD", "elements": ["C", "C", "C", "O", "C", "C", "O", "B", "C", "C", "C", "I", "O", "C", "C", "C", "O", "C", "B", "O", "O", "H", "H", "H", "H", "H", "H", "H", "H", "H", "H", "H", "H", "H", "H", "H", "H", "H", "H", "H", "H", "H", "H", "H", "H", "H", "H", "La"], "xyz": [[-2.7236, 2.5035, -0.2718], [-2.7566, 2.0292, -1.7059], [-1.5021, 2.3209, -2.4637], [-0.4014, 1.4175, -2.0753], [-0.5004, 0.1456, -2.3505], [-0.2606, -0.7336, -0.9632], [-0.3026, 0.0092, 0.0500], [-0.0543, -1.0399, 1.2510], [-0.7179, -0.5156, 2.5853], [0.0915, -0.5798, 3.8730], [0.9922, 0.5918, 4.2176], [0.2310, 2.5223, 3.7723], [1.3307, -1.4028, 1.1312], [2.3169, -0.3842, 1.1739], [2.9492, -0.0078, -0.1804], [3.3647, 1.4543, -0.2865], [-0.7938, -2.2628, 0.6138], [-1.2122, -2.0539, -0.6307], [-0.9056, -3.2262, -1.6062], [-1.7684, -3.5647, -2.5568], [0.3907, -3.8656, -1.6590], [-2.4856, 3.5573, -0.2441], [-1.9821, 1.9852, 0.3166], [-3.6895, 2.3906, 0.1920], [-3.0045, 0.9705, -1.7575], [-3.5404, 2.5523, -2.2373], [-1.6111, 2.2774, -3.5386], [-1.1139, 3.2912, -2.2079], [0.3716, -0.1222, -3.0493], [-1.4208, -0.1361, -2.8858], [0.7779, -1.2662, -1.0655], [-1.0822, 0.4910, 2.4237], [-1.6044, -1.1200, 2.7262], [-0.5757, -0.7627, 4.6993], [0.7512, -1.4384, 3.8266], [1.1891, 0.6176, 5.2728], [1.9476, 0.5330, 3.7317], [3.1199, -0.7601, 1.7899], [1.9180, 0.5143, 1.6254], [2.2475, -0.2323, -1.0079], [3.8181, -0.6310, -0.3418], [4.4297, 1.5610, -0.3993], [3.0828, 1.9886, 0.6070], [2.8903, 1.9619, -1.1115], [-2.2318, -1.7074, -0.8208], [-1.5168, -4.3627, -3.0471], [0.7046, -3.8052, -2.5533], [0.8432, -1.7050, -2.8619]], "atomic_forces_ev_per_a": [[0.10, 0.10, 0.00], [-0.09, 0.10, 0.10], [0.17, -0.06, 0.06], [0.10, 0.77, 0.31], [-0.55, 1.92, 0.60], [-1.35, -0.20, -0.97], [0.10, 0.43, 0.39], [0.19, -0.78, 0.46], [0.22, -0.12, -0.32], [0.11, 0.01, -0.14], [-0.07, -0.08, 0.00], [-0.06, 0.31, -0.09], [0.16, 0.15, -0.67], [-0.35, -0.26, 0.00], [0.23, -0.02, 0.18], [-0.04, 0.00, 0.09], [-0.05, 0.06, 0.98], [1.18, 0.58, -1.09], [-0.48, -1.52, 1.32], [-0.22, -0.02, -1.19], [0.05, 1.32, 0.67], [0.09, 0.36, 0.04], [0.22, -0.21, 0.22], [-0.31, -0.15, 0.20], [-0.14, -0.31, -0.12], [-0.37, 0.07, -0.21], [-0.04, -0.21, -0.38], [0.20, 0.34, 0.08], [-2.46, 6.68, -0.93], [-0.14, -0.45, -0.26], [0.23, 0.70, 2.71], [-0.18, 0.34, 0.01], [-0.35, -0.21, 0.03], [-0.29, 0.06, 0.32], [0.18, -0.38, 0.10], [0.04, 0.00, 0.44], [0.35, 0.07, -0.28], [0.31, 0.03, 0.36], [-0.18, 0.30, 0.10], [-0.34, -0.08, -0.32], [0.16, -0.39, -0.18], [0.40, 0.03, -0.08], [-0.12, 0.23, 0.32], [-0.16, 0.19, -0.29], [-0.30, 0.29, 0.23], [-0.46, -0.18, -0.08], [0.06, -3.11, -0.48], [4.28, -6.67, -2.21]], "lowdin_charge": [-0.059, -0.216, -0.101, -0.037, -0.311, -0.447, 0.153, -0.698, -0.096, -0.278, -0.633, 0.838, 0.040, -0.166, -0.190, -0.053, 0.113, -0.175, -0.678, 0.261, 0.100, 0.091, 0.062, 0.088, 0.108, 0.131, 0.134, 0.142, -0.044, 0.173, 0.021, 0.031, 0.118, 0.112, 0.117, 0.040, 0.015, 0.143, 0.097, 0.045, 0.114, 0.083, 0.083, 0.073, 0.188, 0.158, 0.005, 2.305], "gap_ev": 3.684, "charge": 2, "energy_ev": -35442.768}

=====

Record 4
{"formula": "C3H8P2", "method": "wB97M-V/def2-TZVPD", "elements": ["C", "C", "C", "P", "P", "H", "H", "H", "H", "H", "H", "H", "H"], "xyz": [[-1.1765, -0.5504, -0.7322], [1.6629, -0.8664, 0.2678], [0.5372, 1.5523, 0.0807], [-2.3337, 0.0311, 0.6489], [0.0243, -0.1914, 0.6155], [-1.2886, -1.5828, -1.0026], [-1.1519, 0.0034, -1.5713], [1.7282, -1.7577, -0.4074], [2.1924, -0.9273, 1.3648], [0.9999, 2.0380, 0.9292], [1.2395, 1.3727, -0.7646], [-0.1770, 2.1550, -0.3777], [-2.2567, -1.2764, 0.9489]], "atomic_forces_ev_per_a": [[0.14, -1.03, 2.78], [-0.04, -1.17, 3.07], [1.16, -1.69, -0.05], [0.71, 0.61, -0.64], [0.89, 1.49, -2.70], [-0.09, -0.49, 0.16], [0.33, 2.20, -2.70], [0.05, 0.49, 1.01], [-0.69, -0.20, -2.95], [0.26, 0.28, -0.07], [-0.07, 0.12, 1.01], [-1.95, 1.04, -0.12], [-0.71, -1.65, 1.19]], "lowdin_charge": [-0.648, -0.261, -0.285, 0.688, 0.608, 0.025, -0.023, -0.015, 0.029, 0.028, 0.043, 0.001, -0.189], "relative_energy_kcal_mol": 69.1, "gap_ev": [7.390, 6.628], "smiles": "C=[P@@]1(C)CP1", "energy_ev": -21813.769}